w | This record from the Open Molecules 2025 dataset describes C3H4F2 as an isolated structure. The level of theory is ωB97M-V/def2-TZVPD.

XYZ file:
```
9
Properties=species:S:1:pos:R:3:mulliken_charge:R:1
C 0.94 0.30 -0.77 -0.671
C -0.55 0.28 -0.13 -0.395
C -1.01 -0.59 0.84 0.599
H 1.66 0.75 0.25 0.181
H 1.12 -0.74 -0.83 0.261
H 1.28 0.86 -2.01 0.243
H -0.89 1.41 0.17 0.180
F -0.72 -1.87 0.92 -0.253
F -1.83 -0.39 1.57 -0.146
```

Summary:
- gap between HOMO and LUMO (eV) = 9.77

=====

x | This record from the Open Molecules 2025 dataset describes C3H4F2 in the gas phase. The level of theory is ωB97M-V/def2-TZVPD.

XYZ file:
```
9
Properties=species:S:1:pos:R:3:mulliken_charge:R:1
C 0.88 -0.79 0.05 -0.219
C -0.44 -0.06 0.11 0.401
C -0.82 1.23 -0.05 -0.712
H 0.95 -1.33 0.96 0.268
H 0.69 -1.53 -0.72 0.267
H -1.81 1.54 -0.24 0.313
H -0.04 1.96 0.17 0.233
F 1.94 0.08 -0.16 -0.268
F -1.34 -1.10 -0.13 -0.284
```

Summary:
- structure (SMILES) = C=C(F)CF
- gap between HOMO and LUMO (eV) = 11.08

=====

y | This record from the Open Molecules 2025 dataset describes a 2-piece molecular cluster, C3H4F2 overall. The level of theory is ωB97M-V/def2-TZVPD.

XYZ file:
```
9
Properties=species:S:1:pos:R:3:mulliken_charge:R:1
C 2.00 -0.66 0.43 -0.509
C 1.67 -0.07 -0.62 -0.045
C -1.58 0.52 -0.39 0.119
F -2.61 1.34 0.05 -0.279
F -1.16 0.06 0.78 -0.192
H 2.02 -1.74 0.54 0.272
H 2.67 -0.26 1.15 0.278
H -0.95 1.05 -1.01 0.202
H -2.06 -0.24 -0.93 0.154
```

Summary:
- gap between HOMO and LUMO (eV) = 10.57

=====

Name the least stable of them. w.